# C16H15Cl2N3O3S

The molecule C16H15Cl2N3O3S (wB97M-V/def2-TZVPD, the Open Molecules 2025 dataset).

Calculated values
Electronic energy ... -2327.2667 hartree
HOMO level ... -8.48 eV
E_LUMO ... 0.4 eV
Frontier orbital gap ... 8.897 eV
Energy relative to the best compared isomer or geometry (same formula, charge and spin) ... 0.000 eV
SMILES ... COc1cccc(OCC(=O)NNC(=S)Nc2ccc(Cl)cc2Cl)c1
Strongest force on any atom ... 0.884 eV/Å

The geometry in ORCA input format:
```
! RIJCOSX wB97M-V def2-TZVPD def2/J DEFGRID3
* xyz 0 1
C -2.41 -3.95 0.54
H -2.61 -4.23 -0.50
O -1.04 -3.73 0.77
C -0.43 -2.73 0.08
C -1.04 -1.91 -0.86
C -0.30 -0.92 -1.48
C 1.04 -0.73 -1.20
C 1.65 -1.55 -0.26
C 0.92 -2.54 0.38
H 1.40 -3.18 1.11
O 2.97 -1.45 0.13
C 3.82 -0.62 -0.63
C 3.51 0.87 -0.46
O 3.68 1.70 -1.32
N 3.03 1.17 0.78
N 2.60 2.46 1.10
C 1.31 2.85 0.79
S 0.99 4.46 0.65
N 0.41 1.84 0.74
C -0.94 1.88 0.44
C -1.51 2.81 -0.42
C -2.86 2.75 -0.73
C -3.65 1.75 -0.19
C -3.11 0.81 0.67
C -1.76 0.88 0.98
Cl -1.09 -0.28 2.08
H -3.73 0.04 1.10
Cl -5.33 1.67 -0.58
H -3.29 3.48 -1.40
H -0.90 3.58 -0.84
H 0.72 0.94 1.08
H 3.29 3.19 0.96
H 3.01 0.47 1.51
H 3.78 -0.86 -1.69
H 4.83 -0.81 -0.26
H 1.58 0.05 -1.71
H -0.78 -0.28 -2.21
H -2.08 -2.02 -1.11
H -2.69 -4.78 1.19
H -3.01 -3.07 0.80
*
```